Entry 1:
Here is C8H14N2PSTi as an isolated structure from the OMol25 dataset. Energies are from wB97M-V/def2-TZVPD.

Computed properties:
* E_tot: -2011.62857 hartree
* orbital gap (alpha / beta): 4.78 / 4.80 eV
* HOMO energy (alpha / beta): -4.54 / -4.59 eV
* <S²>: 0.760
* energy above the lowest of the compared OMol25 structures with the same formula, charge and spin: 0.0 kcal/mol
* E_LUMO (alpha / beta): 0.245 / 0.210 eV

```
! RIJCOSX wB97M-V def2-TZVPD def2/J DEFGRID3
* xyz 0 2
C -0.0576 -1.2566 -1.9218
C 1.3565 -1.4656 -1.7432
C 1.5501 -2.1798 -0.5095
C 0.2405 -2.4536 0.0612
C -0.7384 -1.8590 -0.7968
Ti 0.5788 -0.2869 0.0699
P -1.2247 1.3338 -0.4215
H -0.5242 -0.7726 -2.7750
H 2.1380 -1.1868 -2.4455
H 2.4973 -2.5287 -0.1077
H -1.8147 -1.9780 -0.6925
H 0.0431 -3.1183 0.8963
H -2.6147 0.9837 -0.4244
H -1.1406 1.7792 -1.7757
H -1.3290 2.6200 0.1731
S 0.5999 -0.2433 2.3612
C 0.3980 1.4109 2.9281
N -0.5332 1.7242 3.8349
C -0.6159 3.1574 4.0688
C 0.5405 3.7085 3.2519
N 1.0709 2.5258 2.5850
H -1.1922 1.0297 4.1734
H -0.5128 3.3677 5.1342
H -1.5780 3.5402 3.7151
H 1.2995 4.1657 3.8921
H 0.2039 4.4465 2.5189
H 1.8315 2.5355 1.9050
*
```

Mulliken atomic charge list, values in e, 2 entries: atom 1 (C): -0.642, atom 2 (C): -0.135

---

Entry 2:
Here is an isolated ion of composition C8H14N3O and charge +1 from the OMol25 dataset. Energies are from wB97M-V/def2-TZVPD.

Computed properties:
* E_tot: -552.49460 hartree
* orbital gap: 10.43 eV
* HOMO energy: -13.79 eV
* energy above the lowest of the compared OMol25 structures with the same formula, charge and spin: 3.4 kcal/mol
* E_LUMO: -3.364 eV

```
! RIJCOSX wB97M-V def2-TZVPD def2/J DEFGRID3
* xyz 1 1
C -0.1454 -2.5946 -0.4173
N -0.8089 -1.3245 -0.0835
C -0.1982 -0.2247 0.1946
C -1.0720 0.9295 0.5885
C -0.3474 2.2744 0.0901
C 1.0420 1.6908 -0.1220
N 1.0988 0.2816 0.0402
C 2.3087 -0.3405 0.3010
N 3.3548 0.2421 -0.2904
O 2.3541 -1.3666 0.9981
C -2.5132 0.3867 0.1535
C -2.2585 -1.1594 0.1396
H 0.8638 -2.6149 -0.0348
H -0.0582 -2.5042 -1.6165
H -0.6348 -3.4751 -0.1422
H -1.0957 0.8622 1.6280
H -0.3020 3.1185 0.8278
H -0.8628 2.7337 -0.7505
H 1.4197 1.8025 -1.2153
H 1.8355 2.1635 0.4353
H 3.3572 1.1205 -0.8528
H 4.1948 -0.3429 -0.2720
H -2.7504 0.6600 -0.8779
H -3.2538 0.7936 0.7356
H -2.5824 -1.5015 1.0770
H -2.9460 -1.6105 -0.5342
*
```

Mulliken atomic charge list, values in e, 2 entries: atom 1 (C): -0.870, atom 2 (N): 0.131

---

Entry 3:
Here is an isolated ion of composition C8H14N3O3 and charge +1 from the OMol25 dataset. Energies are from wB97M-V/def2-TZVPD.

Computed properties:
* E_tot: -702.92772 hartree
* orbital gap: 9.87 eV
* HOMO energy: -12.67 eV
* energy above the lowest of the compared OMol25 structures with the same formula, charge and spin: 51.2 kcal/mol
* E_LUMO: -2.801 eV

```
! RIJCOSX wB97M-V def2-TZVPD def2/J DEFGRID3
* xyz 1 1
N 0.0863 -1.5101 -1.2630
C -0.4492 -0.3775 -0.5581
N -1.4309 0.4104 -1.4385
O 0.5491 0.4620 -0.0989
C 1.9131 0.0812 -0.0622
C 2.8342 0.8775 -0.7507
C 4.1385 0.6644 -0.4672
C 4.5268 -0.0924 0.6349
N 3.6171 -0.8561 1.2724
C 2.3396 -0.7280 1.0253
C -1.3951 -0.7097 0.6489
O -2.5186 -1.3216 0.0735
C -1.9073 0.5793 1.4210
O -2.8599 1.2804 0.6720
H -0.3732 -2.3892 -1.1372
H 1.0885 -1.6145 -0.9728
H -1.0971 1.1442 -2.0410
H -1.9969 -0.1816 -1.9409
H -2.1620 0.8512 -0.6760
H 2.6973 1.5618 -1.6143
H 4.8082 1.1206 -1.1318
H 5.5602 -0.2704 0.9285
H 1.4915 -1.2508 1.5096
H -0.7823 -1.2539 1.2542
H -3.1955 -1.7296 0.6009
H -2.3940 0.1843 2.3394
H -1.0022 1.2334 1.6960
H -2.9792 2.2430 0.8850
*
```

Mulliken atomic charge list, values in e, 2 entries: atom 1 (N): -0.597, atom 2 (C): 0.687

---

Which of these has the lowest E_tot? C8H14N2PSTi